Record 1
C2H2N2O4 | the ωB97M-V functional and the def2-TZVPD basis

Geometry as ORCA input:
```
! wB97M-V def2-TZVPD RIJCOSX def2/J DEFGRID3
* xyz 0 1
H -0.5466 -1.7810 1.3560
N -1.3981 -1.4187 0.6170
C -0.8244 -0.4075 0.1750
O -1.2124 0.2591 -1.1286
C -0.2352 1.1545 -1.3764
O 0.4196 1.6377 -2.4947
O 0.5696 1.3223 -0.2357
N 0.1874 0.3215 0.6508
O 1.2151 -0.7561 0.9012
H 1.8249 -0.3317 1.5354
*
```

Properties
Orbital gap: 10.213 eV
SMILES: [H]/N=c1/oc(=O)on1O
Relative energy (zero: lowest compared OMol25 entry of this formula, charge and spin): 105.4 kcal/mol
Lowest unoccupied orbital energy: -0.49 eV

natural (NBO) population analysis, charges in e, atoms 1 to 4:
1 H 0.402
2 N -0.580
3 C 0.605
4 O -0.459

Record 2
C2H2N2O4 | the ωB97M-V functional and the def2-TZVPD basis

Geometry as ORCA input:
```
! wB97M-V def2-TZVPD RIJCOSX def2/J DEFGRID3
* xyz 0 1
O 2.4225 1.5919 -0.9911
N 1.2871 1.6005 -0.6079
C 0.5120 0.5640 -0.4189
N 0.8292 -0.6541 0.0351
O 1.9006 -1.2013 0.0242
O -0.3738 -1.1902 0.7956
C -1.5010 -0.4045 0.4497
O -0.8772 0.6824 -0.3583
H -2.1393 -0.8227 -0.3840
H -2.0601 -0.1661 1.4556
*
```

Properties
Orbital gap (spin up / spin down): 8.366 / 7.904 eV
SMILES: O=NC1=[N+]([O-])OCO1
Relative energy (zero: lowest compared OMol25 entry of this formula, charge and spin): 151.7 kcal/mol
Lowest unoccupied orbital energy (spin up / spin down): -1.24 / -1.21 eV

natural (NBO) population analysis, charges in e, atoms 1 to 4:
1 O -0.245
2 N 0.042
3 C 0.441
4 N 0.338

Record 3
C2H2N2O4 | the ωB97M-V functional and the def2-TZVPD basis

Geometry as ORCA input:
```
! wB97M-V def2-TZVPD RIJCOSX def2/J DEFGRID3
* xyz 0 1
O 0.4783 1.1907 2.0592
C 0.2604 0.7373 0.8801
N -0.6308 1.2254 -0.0815
C -0.6430 0.2334 -1.0259
O -1.5890 -0.2598 -1.7590
O 0.2886 -0.7588 -0.9402
N 1.1984 -0.0814 0.1919
O 1.8740 -1.0550 0.6858
H -2.5265 -0.0648 -1.5314
H 1.2897 -1.1670 1.5211
*
```

Properties
Orbital gap: 10.001 eV
SMILES: O=c1nc(O)on1O
Relative energy (zero: lowest compared OMol25 entry of this formula, charge and spin): 75.7 kcal/mol
Lowest unoccupied orbital energy: -0.49 eV

natural (NBO) population analysis, charges in e, atoms 1 to 4:
1 O -0.565
2 C 0.664
3 N -0.589
4 C 0.842

Record 4
C2H2N2OP | the ωB97M-V functional and the def2-TZVPD basis

Geometry as ORCA input:
```
! wB97M-V def2-TZVPD RIJCOSX def2/J DEFGRID3
* xyz 1 1
O 2.5395 -0.6754 -0.0651
N 1.3913 -0.3984 0.0644
N 0.3660 -1.1870 0.0439
C -0.8042 -0.5096 0.0774
C -0.8045 0.8925 -0.1488
P 0.7888 1.5618 0.0617
H -1.7263 -1.2007 0.1955
H -1.7506 1.5166 -0.2291
*
```

Properties
Orbital gap (spin up / spin down): 7.460 / 7.461 eV
SMILES: O=[N+]1N=CC=P1
Relative energy (zero: lowest compared OMol25 entry of this formula, charge and spin): 51.3 kcal/mol
Lowest unoccupied orbital energy (spin up / spin down): -8.52 / -8.52 eV

natural (NBO) population analysis, charges in e, atoms 1 to 4:
1 O -0.089
2 N 0.241
3 N -0.270
4 C 0.208

Record 5
C2H2N2OS | the ωB97M-V functional and the def2-TZVPD basis

Geometry as ORCA input:
```
! wB97M-V def2-TZVPD RIJCOSX def2/J DEFGRID3
* xyz 0 1
C -2.1073 0.9590 1.4453
N -2.3876 0.6658 0.3286
S -2.5811 0.1058 -1.0922
H -1.5616 1.5090 2.0766
N 0.9890 -1.0869 -1.0931
C 1.6664 -0.1200 -0.7427
O 2.3671 0.5865 -0.1403
H 0.2082 -1.1639 -1.7057
*
```

Properties
Orbital gap: 9.064 eV
SMILES: C#[N+][S-].N=C=O
Relative energy (zero: lowest compared OMol25 entry of this formula, charge and spin): 48.3 kcal/mol
Lowest unoccupied orbital energy: -0.01 eV

natural (NBO) population analysis, charges in e, atoms 1 to 4:
1 C 0.114
2 N -0.404
3 S 0.068
4 H 0.227

Record 6
C2H2N2OS | the ωB97M-V functional and the def2-TZVPD basis

Geometry as ORCA input:
```
! wB97M-V def2-TZVPD RIJCOSX def2/J DEFGRID3
* xyz 0 1
S -2.5696 -0.1447 0.0521
C -0.9283 -0.1304 -0.1790
C 0.0109 1.0037 -0.1534
N 1.1968 0.6094 0.1058
N 1.1443 -0.7724 -0.0055
O -0.1617 -1.3096 -0.1773
H -0.2859 2.0857 -0.2108
H 1.5935 -1.3417 0.5680
*
```

Properties
Orbital gap: 8.378 eV
SMILES: S=c1cn[nH]o1
Relative energy (zero: lowest compared OMol25 entry of this formula, charge and spin): 68.7 kcal/mol
Lowest unoccupied orbital energy: -0.65 eV

natural (NBO) population analysis, charges in e, atoms 1 to 4:
1 S -0.051
2 C 0.115
3 C -0.084
4 N -0.150

Record 7
C2H2N2S | the ωB97M-V functional and the def2-TZVPD basis

Geometry as ORCA input:
```
! wB97M-V def2-TZVPD RIJCOSX def2/J DEFGRID3
* xyz 0 1
N -1.9999 1.1805 -1.8507
N -2.2661 0.1137 -1.5895
S -2.3240 -1.3138 -1.0379
C 2.0202 0.2545 0.7320
C 1.1681 -0.2479 1.4033
H 2.8210 0.7512 0.1363
H 0.5808 -0.7382 2.2065
*
```

Properties
Orbital gap: 10.336 eV
SMILES: N#[N+][S-].C#C
Relative energy (zero: lowest compared OMol25 entry of this formula, charge and spin): 69.9 kcal/mol
Lowest unoccupied orbital energy: 0.41 eV

natural (NBO) population analysis, charges in e, atoms 1 to 4:
1 N 0.034
2 N -0.147
3 S 0.113
4 C -0.247

Record 8
C2H2N2S3 | the ωB97M-V functional and the def2-TZVPD basis

Geometry as ORCA input:
```
! wB97M-V def2-TZVPD RIJCOSX def2/J DEFGRID3
* xyz 0 1
C -1.5836 -1.3046 0.1810
C -3.3335 1.0882 0.0758
N -0.4247 -0.7018 0.1015
N 0.2656 -0.0637 1.0039
S -2.2876 -2.6578 0.5925
S -4.0878 0.4666 -1.1046
S -2.5565 1.7495 1.2677
H -0.2740 -0.5882 -1.0086
H 0.8872 0.6443 0.7653
*
```

Properties
Orbital gap (spin up / spin down): 7.029 / 7.414 eV
Relative energy (zero: lowest compared OMol25 entry of this formula, charge and spin): 102.4 kcal/mol
Lowest unoccupied orbital energy (spin up / spin down): -0.67 / -0.53 eV

natural (NBO) population analysis, charges in e, atoms 1 to 4:
1 C -0.001
2 C -0.386
3 N -0.308
4 N -0.566

Record 9
C2H2N3O3S | the ωB97M-V functional and the def2-TZVPD basis

Geometry as ORCA input:
```
! wB97M-V def2-TZVPD RIJCOSX def2/J DEFGRID3
* xyz -1 3
C 1.5144 -0.9196 0.5723
C 2.0717 0.4941 -0.9780
N 2.5492 -0.3924 -0.0062
N 0.2876 -0.4553 0.1162
N 0.7438 0.4699 -0.8067
O -2.3860 -0.5571 -0.7055
O -2.7751 0.1721 1.5881
O -1.7179 1.7069 -0.0310
S -1.9907 0.3575 0.3473
H 1.6074 -1.8544 1.2107
H 0.0956 0.9783 -1.3073
*
```

Properties
Orbital gap (spin up / spin down): 5.919 / 5.485 eV
Lowest unoccupied orbital energy (spin up / spin down): 3.87 / 0.47 eV

natural (NBO) population analysis, charges in e, atoms 1 to 4:
1 C 0.130
2 C 0.440
3 N -0.579
4 N -0.266

Record 10
C2H2N3P | the ωB97M-V functional and the def2-TZVPD basis

Geometry as ORCA input:
```
! wB97M-V def2-TZVPD RIJCOSX def2/J DEFGRID3
* xyz 0 1
C 1.6505 -3.0440 -0.0804
C 0.5592 -0.8876 -2.3669
N 2.4657 -3.8587 -0.0977
N 1.4048 -0.8993 -3.1281
N -0.5674 0.0917 -0.1788
P -0.6078 -1.3650 -1.0181
H -0.7093 0.0822 0.8076
H -0.4724 0.9850 -0.5314
*
```

Properties
Orbital gap (spin up / spin down): 6.814 / 6.882 eV
Relative energy (zero: lowest compared OMol25 entry of this formula, charge and spin): 77.4 kcal/mol
Lowest unoccupied orbital energy (spin up / spin down): -3.07 / -3.05 eV

natural (NBO) population analysis, charges in e, atoms 1 to 4:
1 C -0.047
2 C -0.156
3 N -0.527
4 N -0.183

Record 11
C2H2N3S2 | the ωB97M-V functional and the def2-TZVPD basis

Geometry as ORCA input:
```
! wB97M-V def2-TZVPD RIJCOSX def2/J DEFGRID3
* xyz -1 1
C 0.1999 1.1804 0.4207
C -0.5598 0.0190 0.8122
N 1.2851 0.8739 -0.3628
N 1.0958 -0.4448 -0.4978
N -0.0141 -0.9410 0.0859
S -0.2917 -2.6066 0.0791
S -3.1663 0.9058 -0.2195
H 0.1229 2.0757 0.9555
H 1.3282 -1.0625 -1.2733
*
```

Properties
Orbital gap (spin up / spin down): 5.701 / 5.837 eV
Relative energy (zero: lowest compared OMol25 entry of this formula, charge and spin): 120.1 kcal/mol
Lowest unoccupied orbital energy (spin up / spin down): 1.81 / 1.95 eV

natural (NBO) population analysis, charges in e, atoms 1 to 4:
1 C -0.151
2 C -0.016
3 N -0.253
4 N -0.206

Record 12
C2H2N4 | the ωB97M-V functional and the def2-TZVPD basis

Geometry as ORCA input:
```
! wB97M-V def2-TZVPD RIJCOSX def2/J DEFGRID3
* xyz 0 1
C 1.2148 0.5074 0.4772
C -1.0078 -0.8173 -0.5095
N 0.1922 1.2605 0.1363
N 0.6775 0.0086 1.4644
N -2.0715 -0.0742 -0.5836
N -0.4804 0.4598 -0.7140
H 2.1133 0.4065 -0.0885
H -0.6382 -1.7514 -0.1821
*
```

Properties
Orbital gap (spin up / spin down): 8.779 / 8.777 eV
Relative energy (zero: lowest compared OMol25 entry of this formula, charge and spin): 175.6 kcal/mol
Lowest unoccupied orbital energy (spin up / spin down): -0.67 / -0.61 eV

natural (NBO) population analysis, charges in e, atoms 1 to 4:
1 C 0.135
2 C 0.175
3 N -0.121
4 N -0.258

Record 13
C2H2N4O | the ωB97M-V functional and the def2-TZVPD basis

Geometry as ORCA input:
```
! wB97M-V def2-TZVPD RIJCOSX def2/J DEFGRID3
* xyz 0 1
H -2.5793 0.4933 -0.0821
N -2.1097 -0.4434 -0.0270
C -0.8705 -0.2638 -0.0416
N -0.1641 0.9594 0.0270
C 1.0917 0.8685 0.0096
N 1.8111 -0.3824 -0.0494
N 1.2166 -1.4671 -0.0394
O -0.1453 -1.4701 0.0894
H 1.7495 1.7056 0.1135
*
```

Properties
Orbital gap: 9.465 eV
SMILES: [H]/N=c1\ncnno1
Relative energy (zero: lowest compared OMol25 entry of this formula, charge and spin): 31.9 kcal/mol
Lowest unoccupied orbital energy: -1.14 eV

natural (NBO) population analysis, charges in e, atoms 1 to 4:
1 H 0.361
2 N -0.614
3 C 0.586
4 N -0.435

Record 14
C2H2N4O | the ωB97M-V functional and the def2-TZVPD basis

Geometry as ORCA input:
```
! wB97M-V def2-TZVPD RIJCOSX def2/J DEFGRID3
* xyz 0 1
C 2.5058 0.8320 0.1432
C -0.9048 -0.3254 -0.2904
N 3.5345 1.3268 -0.0903
N -0.1327 -1.1968 0.0470
N 1.3585 0.3348 0.2901
N -2.1594 0.0101 -0.0893
O 1.1640 -0.9945 -0.0097
H -2.8032 0.2734 -0.8716
H -2.5628 -0.2603 0.8711
*
```

Properties
Orbital gap (spin up / spin down): 8.280 / 6.431 eV
Relative energy (zero: lowest compared OMol25 entry of this formula, charge and spin): 125.2 kcal/mol
Lowest unoccupied orbital energy (spin up / spin down): -1.01 / -1.75 eV

natural (NBO) population analysis, charges in e, atoms 1 to 4:
1 C 0.334
2 C 0.452
3 N -0.325
4 N -0.149

Record 15
C2H2N4O2 | the ωB97M-V functional and the def2-TZVPD basis

Geometry as ORCA input:
```
! wB97M-V def2-TZVPD RIJCOSX def2/J DEFGRID3
* xyz 0 1
C 0.1721 -0.2934 -0.8242
C -0.2330 -0.7115 0.5098
H 0.2839 -2.4056 -1.0887
H 0.1676 -1.2948 -2.8503
N -0.3962 -1.1571 -1.8491
N 0.8737 0.9295 -0.8840
N -0.3614 1.5075 1.1864
N -0.7182 0.2873 1.3980
O 0.4641 1.8014 0.0643
O 0.0520 -1.9565 0.7940
*
```

Properties
Orbital gap: 8.420 eV
Relative energy (zero: lowest compared OMol25 entry of this formula, charge and spin): 224.8 kcal/mol
Lowest unoccupied orbital energy: -1.44 eV

natural (NBO) population analysis, charges in e, atoms 1 to 4:
1 C 0.268
2 C 0.526
3 H 0.430
4 H 0.407

Record 16
C2H2N4O2 | the ωB97M-V functional and the def2-TZVPD basis

Geometry as ORCA input:
```
! wB97M-V def2-TZVPD RIJCOSX def2/J DEFGRID3
* xyz 0 1
O 1.9599 -1.1280 0.4284
C 1.3467 -0.0750 -0.0551
O 2.0212 0.9725 -0.1759
N -0.0815 0.2020 -0.2096
C -1.0862 1.1141 0.2349
N -2.2078 0.4773 0.1875
N -2.0165 -0.7989 -0.0072
N -0.7797 -0.9946 -0.4052
H 2.8786 0.7172 -0.4120
H -0.6929 2.0928 0.3552
*
```

Properties
Orbital gap: 10.554 eV
SMILES: O=C(O)n1cnnn1
Relative energy (zero: lowest compared OMol25 entry of this formula, charge and spin): 97.0 kcal/mol
Lowest unoccupied orbital energy: -0.42 eV

natural (NBO) population analysis, charges in e, atoms 1 to 4:
1 O -0.566
2 C 0.894
3 O -0.633
4 N -0.317

Record 17
C2H2N4O2 | the ωB97M-V functional and the def2-TZVPD basis

Geometry as ORCA input:
```
! wB97M-V def2-TZVPD RIJCOSX def2/J DEFGRID3
* xyz 0 1
O 2.5695 0.4299 0.0607
N 1.6626 -0.7353 0.1656
C 0.3851 -0.4326 -0.0041
N 0.2254 0.9627 -0.2895
C -1.0175 1.3500 -0.1261
O -2.0146 0.3887 0.4787
N -1.7363 -0.9642 0.0001
N -0.5267 -1.3328 -0.3753
H 3.3947 0.1077 0.5813
H -1.4149 2.3254 -0.6222
*
```

Properties
Orbital gap: 8.287 eV
SMILES: O/N=c1\nconn1
Relative energy (zero: lowest compared OMol25 entry of this formula, charge and spin): 177.2 kcal/mol
Lowest unoccupied orbital energy: -1.37 eV

natural (NBO) population analysis, charges in e, atoms 1 to 4:
1 O -0.546
2 N -0.077
3 C 0.324
4 N -0.430

Record 18
C2H2N4O2 | the ωB97M-V functional and the def2-TZVPD basis

Geometry as ORCA input:
```
! wB97M-V def2-TZVPD RIJCOSX def2/J DEFGRID3
* xyz 0 1
C 0.3962 0.8792 -0.1494
C 1.1600 -0.2576 -0.0011
N -1.0289 -1.0246 0.0765
N 2.4118 -0.3472 0.1249
N -2.1933 0.9923 0.0267
N -1.0595 0.2485 0.0272
O -3.2135 0.3371 0.0438
O 0.2282 -1.4181 -0.0475
H 0.5798 1.8370 -0.5158
H 2.7190 -1.2465 0.4146
*
```

Properties
Orbital gap (spin up / spin down): 6.002 / 7.735 eV
Relative energy (zero: lowest compared OMol25 entry of this formula, charge and spin): 197.6 kcal/mol
Lowest unoccupied orbital energy (spin up / spin down): -2.48 / -1.63 eV

natural (NBO) population analysis, charges in e, atoms 1 to 4:
1 C -0.103
2 C 0.403
3 N 0.120
4 N -0.667

Record 19
C2H2N4O2 | the ωB97M-V functional and the def2-TZVPD basis

Geometry as ORCA input:
```
! wB97M-V def2-TZVPD RIJCOSX def2/J DEFGRID3
* xyz 0 1
H 1.1392 -1.9001 -1.2090
N 0.4242 -1.9537 -0.3776
C 0.1429 -0.9156 0.1331
N -0.2625 -1.0586 1.4987
N -0.6783 0.0776 1.9001
O -0.1621 1.0304 0.8823
N 0.1871 0.2700 -0.1706
C 0.2783 0.6911 -1.4355
O -0.1195 1.7019 -1.9927
H 0.8925 0.0404 -2.0480
*
```

Properties
Orbital gap: 9.030 eV
SMILES: [H]/N=c1/nnon1C=O
Relative energy (zero: lowest compared OMol25 entry of this formula, charge and spin): 164.5 kcal/mol
Lowest unoccupied orbital energy: -1.22 eV

natural (NBO) population analysis, charges in e, atoms 1 to 4:
1 H 0.351
2 N -0.637
3 C 0.452
4 N -0.128

Record 20
C2H2N4O3 | the ωB97M-V functional and the def2-TZVPD basis

Geometry as ORCA input:
```
! wB97M-V def2-TZVPD RIJCOSX def2/J DEFGRID3
* xyz 0 1
H 1.8525 1.3101 2.8900
N 1.5244 0.6167 2.2284
N 0.7346 0.9601 1.3923
O 0.2991 1.9044 0.8713
O 0.1665 -0.4440 0.8213
C -0.3250 -0.3946 -0.3760
C -1.2345 -1.2614 -1.0676
N -1.1204 -1.0613 -2.3544
O -0.2935 -0.0433 -2.4974
N 0.2204 0.3918 -1.2918
H -1.8240 -1.9786 -0.6163
*
```

Properties
Orbital gap: 10.318 eV
SMILES: [H]/N=[N+](\[O-])Oc1cnon1
Relative energy (zero: lowest compared OMol25 entry of this formula, charge and spin): 124.7 kcal/mol
Lowest unoccupied orbital energy: -0.01 eV

natural (NBO) population analysis, charges in e, atoms 1 to 4:
1 H 0.381
2 N -0.405
3 N 0.582
4 O -0.278

Number 1: electronic energy -13270.6053 eV. Number 2: electronic energy -13268.5993 eV. Number 3: electronic energy -13271.8917 eV. Number 4: electronic energy -16410.2030 eV. Number 5: electronic energy -17966.8827 eV. Number 6: electronic energy -17965.9978 eV. Number 7: electronic energy -15918.3780 eV. Number 8: electronic energy -37587.6430 eV. Number 9: electronic energy -23550.8530 eV. Number 10: electronic energy -15861.3479 eV. Number 11: electronic energy -28242.7526 eV. Number 12: electronic energy -8058.5151 eV. Number 13: electronic energy -10110.9220 eV. Number 14: electronic energy -10106.8773 eV. Number 15: electronic energy -12152.9999 eV. Number 16: electronic energy -12158.5431 eV. Number 17: electronic energy -12155.0643 eV. Number 18: electronic energy -12154.1783 eV. Number 19: electronic energy -12155.6127 eV. Number 20: electronic energy -14201.8531 eV.